Here is an isolated molecule of C22H21N5O4 at a distorted geometry from OMol25. Energies are from ωB97M-V/def2-TZVPD.

```
52
C22H21N5O4, DFT ωB97M-V/def2-TZVPD
N 1.34429 -0.21139 -1.52288
C 0.39196 -0.19548 -0.56925
N -1.00462 -0.13471 -0.66114
C -1.78253 0.10500 0.22439
N -3.09273 0.19132 -0.27318
C -3.81512 0.56528 0.80485
N -3.40107 0.75233 2.12090
C -4.48186 0.71634 3.15739
C -5.75042 0.91092 2.85374
C -6.21594 0.96117 1.46690
C -5.17138 0.64162 0.73412
H -5.42120 0.48081 -0.44636
H -7.27802 1.04014 1.04966
H -6.49438 1.23311 3.73376
H -4.09994 0.76328 4.12746
C -2.06161 0.50772 2.63774
O -1.94084 0.58011 3.69177
C -1.19871 0.22538 1.53664
C 0.00509 -0.14646 1.91660
C 1.06467 -0.19527 0.86716
C 2.43803 -0.64294 1.16231
O 2.87489 -0.69550 2.46990
N 3.35076 -0.45401 0.32137
C 4.82159 -0.69250 0.46033
H 4.88973 -0.95930 1.53916
H 5.24227 -0.14229 -0.19288
C 4.96982 -2.23702 -0.18290
C 4.72529 -2.62392 -1.34404
H 4.70401 -3.53841 -1.66788
H 3.90005 -1.92554 -1.91188
C 6.07676 -2.21031 -2.01515
H 6.05767 -1.20616 -2.46455
C 7.07411 -2.33416 -0.91168
H 7.75111 -3.20634 -1.26254
O 6.37615 -2.60426 0.14902
H 7.71310 -1.47834 -0.59643
H 6.27751 -2.88194 -3.01669
H 4.47766 -2.69821 0.72417
H 2.95618 -0.37176 -0.69472
H 0.62158 -0.09239 2.96429
C -1.43539 -0.02343 -2.12799
C -1.18164 1.26958 -2.69415
C -0.46359 2.19928 -2.75284
C -1.02696 3.20736 -3.74046
C -2.08949 2.48314 -4.14987
O -2.52959 1.40847 -3.73822
H -2.93342 3.04835 -4.99435
H -0.79439 4.24598 -3.90491
H 0.24601 2.17419 -2.01061
H -0.70584 -0.98201 -2.61385
H -2.48003 -0.59284 -1.97606
H 0.94733 -0.28578 -2.45202
```

As for the largest force on an atom: 0.3639 Eh/bohr. Its multiplicity is 1. As for the total energy: -1425.07584 Ha. For the frontier orbital gap, the calculation gives 6.76 eV. As for the structure (SMILES): [H]/N=c1/c(C(=O)NC[C@H]2CCCO2)cc2c(=O)n3ccccc3nc2n1Cc1ccco1. As for the total charge: 0. The value obtained for the HOMO energy is -7.82 eV. The energy above the lowest of the compared OMol25 structures with the same formula, charge and spin is 429.2 kcal/mol.

---

Here is a cluster of 2 separate species, C5H13N2O in total at a distorted geometry from OMol25. Energies are from ωB97M-V/def2-TZVPD.

```
21
C5H13N2O, DFT ωB97M-V/def2-TZVPD
N 1.05494 -0.00101 3.09424
C 2.44887 -1.21671 -1.28913
C 0.97090 -0.87410 -1.47045
N 0.31519 -0.53426 -0.25754
C -1.67966 -0.10912 1.07641
C -1.00940 -0.25090 -0.29703
C -1.21759 1.18483 -1.14874
O -1.39302 2.17658 -0.59738
H 3.00234 -0.40611 -0.81233
H 1.27698 0.98483 3.31676
H 1.18525 -0.27886 2.10227
H 2.90676 -1.44764 -2.24250
H 2.52914 -2.10761 -0.67338
H 0.87206 -0.05241 -2.21248
H 0.44789 -1.72364 -1.94272
H 1.19553 -0.67460 3.85975
H -2.75214 -0.17383 0.94690
H -1.42501 0.83902 1.55932
H -1.36512 -0.93677 1.70606
H -1.56791 -0.94440 -0.93817
H -1.21604 1.08698 -2.25189
```

As for the largest force on an atom: 0.0470 Eh/bohr. Its multiplicity is 2. As for the total energy: -382.18933 Ha. For the frontier orbital gap (alpha / beta), the calculation gives 7.78 / 6.21 eV. As for the total charge: +2. Its expectation value of S² is 0.75. The value obtained for the HOMO energy (alpha / beta) is -19.17 / -19.16 eV. The energy above the lowest of the compared OMol25 structures with the same formula, charge and spin is 126.1 kcal/mol.

---

Here is an isolated molecule of C6H12O5S at a distorted geometry from OMol25. Energies are from ωB97M-V/def2-TZVPD.

```
24
C6H12O5S, DFT ωB97M-V/def2-TZVPD
C -2.41381 0.75933 -0.48680
C -1.42517 -0.33924 -0.40175
C 0.85754 -0.50506 -1.30049
C 1.57798 -0.17850 0.09347
C 0.55370 0.35334 1.11922
C -0.80345 -0.38024 1.03752
H -1.16321 2.27204 -0.79461
H -3.13810 0.56145 0.27350
H -2.78475 0.88426 -1.45820
H -1.80544 -1.38457 -0.50284
H 0.82486 -1.58803 -1.29444
H 1.72464 -1.25730 -3.42937
H 2.04972 -1.08576 0.44948
H 3.25993 0.47584 -0.73939
H 0.16256 1.38419 1.04161
H 1.88656 0.46263 2.40679
H -1.39508 0.12618 1.79381
H -0.54830 -1.74165 2.49500
O -1.82968 2.06660 -0.09051
O -0.45150 0.07285 -1.39913
O 2.53215 0.81839 -0.06328
O 1.02175 0.05734 2.43546
O -0.62629 -1.70636 1.45501
S 1.93339 -0.12774 -2.64009
```

As for the largest force on an atom: 0.0688 Eh/bohr. Its multiplicity is 1. As for the total energy: -1010.14139 Ha. For the frontier orbital gap, the calculation gives 10.20 eV. As for the structure (SMILES): OC[C@H]1O[C@@H](S)[C@@H](O)[C@H](O)[C@@H]1O. As for the total charge: 0. The value obtained for the HOMO energy is -9.76 eV. The energy above the lowest of the compared OMol25 structures with the same formula, charge and spin is 30.8 kcal/mol.

---

Here is a cluster of 2 separate species, H5NOSi in total at a distorted geometry from OMol25. Energies are from ωB97M-V/def2-TZVPD.

```
8
H5NOSi, DFT ωB97M-V/def2-TZVPD
N -0.48324 0.73505 -0.67335
O -0.32811 -1.23810 1.19488
Si 0.54532 -0.38713 0.11692
H -0.94537 2.34209 0.03344
H -0.14090 1.18376 -1.50977
H -1.24982 -1.40271 0.99844
H 0.88363 -1.21785 -1.05053
H 1.71849 -0.01511 0.88998
```

As for the largest force on an atom: 0.0931 Eh/bohr. Its multiplicity is 1. As for the total energy: -422.40350 Ha. For the frontier orbital gap (alpha / beta), the calculation gives 9.18 / 9.18 eV. As for the total charge: 0. The value obtained for the HOMO energy (alpha / beta) is -10.26 / -10.26 eV. The energy above the lowest of the compared OMol25 structures with the same formula, charge and spin is 83.3 kcal/mol.

---

Here is a structure of composition C15H16ClF14INbO2 at a distorted geometry from OMol25. Energies are from ωB97M-V/def2-TZVPD.

```
50
C15H16ClF14INbO2, DFT ωB97M-V/def2-TZVPD
C 2.43618 -3.31039 1.43431
C 3.51990 -2.59151 0.63907
Cl 5.14487 -3.27711 1.10410
C 3.49174 -1.07107 0.84817
Nb 2.69129 0.16372 -0.84504
I 4.66833 -0.90908 -2.55149
C 3.83425 2.02077 -0.21792
C 5.18860 1.78308 0.28973
O 5.57015 1.81999 1.44744
C 0.88679 0.85045 0.24632
C -0.46983 0.29000 -0.17132
C -1.67217 1.15009 0.20978
F -1.37849 2.47144 0.22441
F -2.68974 0.99506 -0.71072
C -2.32689 0.81677 1.61978
F -2.17449 1.86816 2.44947
F -1.70956 -0.25267 2.19907
C -3.84627 0.47664 1.65903
F -4.19250 0.38860 2.96203
F -4.54318 1.49818 1.12014
C -4.25980 -0.89258 0.97578
F -4.48730 -1.79182 1.94995
F -3.25970 -1.35522 0.20800
C -5.57553 -0.89486 0.11868
F -6.53380 -0.32699 0.87770
F -5.87807 -2.19266 -0.08195
C -5.64210 -0.23883 -1.29759
F -5.58899 1.08144 -1.22916
F -6.80178 -0.57840 -1.86290
F -4.65350 -0.68867 -2.05954
C 1.71281 1.00788 -2.77796
C 0.86608 2.18159 -2.63883
O -0.28211 2.34881 -2.77771
F 1.61640 3.27879 -2.24917
H 2.54594 -3.11069 2.50759
H 2.46876 -4.39571 1.27008
H 1.45550 -2.94009 1.10664
H 3.43312 -2.86913 -0.41542
H 2.88362 -0.85532 1.74042
H 4.50047 -0.68682 1.06372
H 1.62598 -1.32200 -1.08165
H 3.25771 2.57236 0.54008
H 3.86469 2.59249 -1.15980
H 5.93034 1.51150 -0.49568
H 1.10157 0.61317 1.29827
H 0.88881 1.94391 0.14602
H -0.56155 0.13212 -1.25612
H -0.60597 -0.69054 0.29204
H 1.04758 0.21011 -3.14881
H 2.50180 1.17507 -3.51908
```

As for the largest force on an atom: 0.0386 Eh/bohr. Its multiplicity is 1. As for the total energy: -2944.66185 Ha. For the frontier orbital gap, the calculation gives 7.30 eV. As for the total charge: -1. The value obtained for the HOMO energy is -5.90 eV.

---

Here is an isolated molecule of C6H6 from OMol25. Energies are from ωB97M-V/def2-TZVPD.

```
12
C6H6, DFT ωB97M-V/def2-TZVPD
C 1.57778 1.11257 0.84249
C 0.52629 1.34513 -0.24768
C -0.20979 0.10782 -0.49640
C -0.81889 -0.93247 -0.57170
C -1.65802 -2.02878 -0.60211
C -2.47431 -2.91608 -0.59161
H 2.16345 2.01700 1.02875
H 1.08971 0.81022 1.77384
H 2.25478 0.30787 0.54201
H 0.99086 1.70458 -1.17302
H -0.18909 2.11669 0.06474
H -3.25277 -3.64456 -0.56931
```

As for the largest force on an atom: 0.0097 Eh/bohr. Its multiplicity is 1. As for the total energy: -232.09797 Ha. For the frontier orbital gap, the calculation gives 10.27 eV. As for the structure (SMILES): C#CC#CCC. As for the total charge: 0. The value obtained for the HOMO energy is -9.27 eV. The energy above the lowest of the compared OMol25 structures with the same formula, charge and spin is 80.5 kcal/mol.